{"formula": "C45H47F15Ge3NiOS2Se", "method": "wB97M-V/def2-TZVPD", "elements": ["Ni", "C", "Ge", "C", "C", "C", "Se", "C", "H", "H", "H", "H", "H", "H", "H", "H", "H", "H", "H", "H", "H", "H", "O", "S", "C", "C", "C", "C", "C", "C", "C", "C", "C", "C", "C", "C", "C", "C", "H", "H", "H", "H", "H", "H", "H", "H", "H", "H", "H", "H", "H", "H", "F", "C", "C", "C", "F", "C", "F", "C", "F", "C", "F", "Ge", "S", "C", "C", "F", "C", "F", "C", "F", "C", "F", "C", "F", "C", "C", "F", "C", "F", "C", "F", "C", "F", "C", "F", "C", "C", "C", "C", "Ge", "C", "C", "C", "C", "H", "H", "H", "H", "H", "H", "H", "H", "H", "H", "H", "H", "H", "H", "H", "H", "H", "H", "H"], "coordinates": [[0.179, 1.084, -0.737], [-4.493, 4.496, 1.861], [-3.227, 5.061, 0.487], [-4.099, 5.911, -1.033], [-1.773, 6.113, 1.250], [-2.425, 3.340, -0.220], [-0.503, 3.351, -0.451], [-0.468, 4.192, -2.201], [-4.567, 5.263, 2.630], [-4.168, 3.574, 2.339], [-5.488, 4.344, 1.445], [-4.590, 6.830, -0.718], [-4.860, 5.249, -1.446], [-3.390, 6.163, -1.821], [-2.173, 7.024, 1.691], [-1.033, 6.401, 0.504], [-1.273, 5.550, 2.037], [-2.854, 3.080, -1.188], [-2.640, 2.543, 0.482], [-0.963, 5.154, -2.092], [-0.987, 3.581, -2.935], [0.569, 4.347, -2.489], [1.930, 1.268, 0.146], [2.397, 2.206, 1.275], [3.142, 1.186, 2.611], [3.019, -0.301, 2.487], [1.951, -0.964, 3.083], [1.906, -2.349, 3.093], [2.925, -3.081, 2.502], [3.984, -2.424, 1.891], [4.031, -1.039, 1.881], [3.889, 2.983, 0.581], [4.980, 2.026, 0.222], [6.117, 1.924, 1.019], [7.118, 1.019, 0.697], [6.989, 0.211, -0.424], [5.864, 0.321, -1.232], [4.868, 1.226, -0.912], [2.649, 1.543, 3.516], [4.187, 1.488, 2.640], [1.172, -0.396, 3.580], [1.088, -2.860, 3.583], [2.904, -4.162, 2.534], [4.788, -2.990, 1.441], [4.872, -0.531, 1.427], [4.196, 3.708, 1.336], [3.507, 3.534, -0.281], [6.236, 2.567, 1.883], [8.003, 0.954, 1.314], [7.773, -0.487, -0.679], [5.777, -0.286, -2.122], [4.002, 1.335, -1.551], [-2.557, -3.418, 3.177], [-2.447, -2.169, 3.643], [-2.434, -1.107, 2.757], [-2.277, 0.155, 3.297], [-2.201, 1.217, 2.469], [-2.163, 0.383, 4.655], [-2.006, 1.614, 5.127], [-2.196, -0.704, 5.522], [-2.077, -0.514, 6.821], [-2.335, -1.990, 5.014], [-2.347, -3.028, 5.833], [-2.583, -1.340, 0.834], [-0.431, -0.832, 0.334], [-3.212, -3.107, 0.361], [-2.554, -4.043, -0.410], [-1.346, -3.746, -0.924], [-3.086, -5.293, -0.676], [-2.422, -6.164, -1.422], [-4.329, -5.623, -0.149], [-4.853, -6.807, -0.390], [-5.019, -4.703, 0.635], [-6.199, -5.013, 1.141], [-4.446, -3.466, 0.874], [-5.101, -2.579, 1.634], [-3.758, -0.028, -0.005], [-3.635, 0.271, -1.349], [-2.630, -0.282, -2.063], [-4.495, 1.130, -2.011], [-4.316, 1.411, -3.298], [-5.528, 1.728, -1.299], [-6.352, 2.563, -1.906], [-5.681, 1.455, 0.054], [-6.663, 2.021, 0.737], [-4.796, 0.585, 0.677], [-4.967, 0.343, 1.978], [3.681, 0.373, -4.624], [2.196, 0.534, -4.920], [1.307, -0.386, -4.089], [1.283, -0.020, -2.596], [0.491, -1.632, -1.673], [1.983, -2.731, -1.065], [2.416, -3.861, -1.999], [1.408, -5.002, -2.111], [1.163, -5.723, -0.790], [4.279, 0.976, -5.305], [3.989, -0.666, -4.746], [3.938, 0.685, -3.611], [2.012, 0.320, -5.974], [1.890, 1.573, -4.760], [1.663, -1.419, -4.201], [0.284, -0.373, -4.474], [0.722, 0.950, -2.554], [2.284, 0.163, -2.205], [-0.650, -2.039, -2.592], [1.722, -3.097, -0.073], [2.790, -2.004, -0.926], [3.360, -4.259, -1.617], [2.637, -3.460, -2.992], [1.789, -5.720, -2.839], [0.463, -4.629, -2.520], [2.100, -6.099, -0.379], [0.500, -6.574, -0.931], [0.706, -5.076, -0.040]], "lowdin_charge": [0.246, -0.189, 0.794, -0.199, -0.222, -0.530, 0.986, -0.306, 0.033, 0.015, 0.022, 0.034, 0.020, 0.018, 0.033, 0.014, 0.024, 0.016, -0.013, 0.034, 0.043, 0.038, -0.635, 1.019, -0.231, -0.267, -0.058, -0.071, -0.074, -0.062, -0.019, -0.259, -0.292, -0.050, -0.055, -0.059, -0.060, -0.053, 0.102, 0.085, 0.113, 0.108, 0.114, 0.116, 0.098, 0.112, 0.105, 0.124, 0.118, 0.116, 0.106, 0.081, 0.113, -0.207, -0.164, -0.236, 0.066, -0.132, 0.145, -0.115, 0.174, -0.129, 0.161, 0.887, 0.487, -0.133, -0.201, 0.013, -0.126, 0.149, -0.110, 0.177, -0.125, 0.165, -0.223, 0.113, -0.140, -0.234, 0.040, -0.154, 0.144, -0.124, 0.167, -0.134, 0.155, -0.221, 0.119, -0.087, -0.246, -0.276, -0.331, 0.795, -0.304, -0.262, -0.263, -0.098, 0.086, 0.085, 0.037, 0.118, 0.110, 0.105, 0.113, 0.050, 0.048, 0.016, 0.046, 0.071, 0.119, 0.100, 0.116, 0.089, 0.082, 0.076, 0.054], "e_above_lowest_kcal_mol": 5.8, "spin_multiplicity": 3, "total_charge": 2, "homo_lumo_gap_ha": [0.3389, 0.2438]}